(P)
Here is 2 unconnected molecules or ions with the total composition C4H8Cl2Si from the OMol25 dataset. Energies are from ωB97M-V/def2-TZVPD.

Positions of all 15 atoms, in Å:
Cl (-3.15, 1.45, -0.22)
Si (-2.88, -0.54, -0.36)
Cl (-1.51, -1.29, 1.06)
H (-4.14, -1.29, -0.26)
H (-2.00, -0.63, -1.45)
C (1.03, 2.09, 0.90)
C (1.38, 0.74, 0.57)
C (1.66, -0.27, -0.01)
C (1.77, -1.58, -0.69)
H (1.00, 2.61, -0.16)
H (0.06, 1.93, 1.35)
H (1.58, 2.59, 1.62)
H (2.36, -1.40, -1.53)
H (2.21, -2.42, 0.02)
H (0.66, -2.00, -0.85)

Kohn-Sham gap   0.3603 Eh
Multiplicity   1
Highest occupied orbital energy   -9.10 eV
SMILES   Cl[SiH2]Cl.CC#CC

***

(Q)
Here is 2 unconnected molecules or ions with the total composition C4H8Cl2Si from the OMol25 dataset. Energies are from ωB97M-V/def2-TZVPD.

Positions of all 15 atoms, in Å:
C (0.86, -1.29, -1.36)
C (0.35, -1.17, -0.20)
C (1.14, -2.62, -2.04)
C (-1.49, 2.10, 2.36)
Si (-0.37, 2.12, 0.83)
Cl (-1.23, 3.11, -0.74)
Cl (1.44, 2.89, 1.34)
H (0.93, -0.56, -2.20)
H (0.09, -1.94, 0.50)
H (1.72, -3.29, -1.33)
H (1.65, -2.32, -2.89)
H (0.11, -2.99, -2.35)
H (-1.18, 1.31, 3.02)
H (-1.59, 2.95, 3.10)
H (-2.44, 1.69, 1.95)

Kohn-Sham gap (alpha / beta)   0.2964 / 0.2798 Eh
Multiplicity   1
Highest occupied orbital energy (alpha / beta)   -8.81 / -7.82 eV

***

Of them, (P) has the highest stability.

***

(P)
Here is 10 unconnected molecules or ions with the total composition C19H61N17O10 from the OMol25 dataset. Energies are from ωB97M-V/def2-TZVPD.

Positions of all 107 atoms, in Å:
C (3.22, 3.23, -8.45)
O (2.04, 2.93, -7.60)
C (0.83, 2.50, -8.24)
C (-0.36, 2.37, -7.16)
C (-0.23, 1.22, -6.20)
N (-1.66, 2.16, -7.86)
H (4.09, 3.06, -7.81)
H (3.24, 4.22, -8.91)
H (3.20, 2.52, -9.28)
H (0.65, 3.26, -9.00)
H (0.94, 1.54, -8.75)
H (-0.41, 3.29, -6.59)
H (-0.85, 1.31, -5.31)
H (0.76, 1.27, -5.74)
H (-0.35, 0.22, -6.60)
H (-1.68, 2.20, -8.87)
H (-1.89, 1.21, -7.61)
C (-2.11, -3.86, -2.24)
O (-3.55, -3.70, -2.21)
C (-3.98, -2.57, -1.39)
C (-3.89, -1.24, -2.21)
C (-4.22, -0.04, -1.34)
N (-4.82, -1.28, -3.32)
H (-1.67, -3.26, -3.03)
H (-1.75, -4.86, -2.44)
H (-1.60, -3.58, -1.31)
H (-5.01, -2.76, -1.08)
H (-3.40, -2.46, -0.48)
H (-2.90, -1.15, -2.65)
H (-3.71, -0.08, -0.37)
H (-5.26, 0.24, -1.19)
H (-3.90, 0.89, -1.82)
H (-5.77, -1.20, -3.00)
H (-4.84, -2.16, -3.81)
C (-3.46, 5.74, -1.39)
O (-3.45, 5.10, -0.13)
C (-4.56, 5.39, 0.73)
C (-4.80, 4.38, 1.93)
C (-5.64, 4.78, 3.11)
N (-3.55, 3.96, 2.41)
H (-4.29, 5.44, -2.03)
H (-2.61, 5.28, -1.91)
H (-3.37, 6.83, -1.38)
H (-4.51, 6.39, 1.16)
H (-5.47, 5.50, 0.15)
H (-5.35, 3.47, 1.68)
H (-5.23, 5.65, 3.63)
H (-5.75, 4.03, 3.90)
H (-6.57, 5.26, 2.81)
H (-3.07, 4.72, 2.89)
H (-2.95, 3.90, 1.61)
N (4.28, -5.70, 3.83)
C (5.12, -5.07, 3.08)
N (5.99, -5.86, 2.49)
O (5.03, -3.88, 2.87)
H (4.36, -6.71, 3.81)
H (3.55, -5.22, 4.34)
H (6.29, -6.65, 3.04)
H (6.56, -5.36, 1.82)
N (0.65, 0.76, 6.88)
C (0.57, 1.12, 5.63)
N (1.32, 2.18, 5.44)
O (-0.17, 0.68, 4.77)
H (0.05, 0.02, 7.22)
H (1.52, 1.06, 7.29)
H (1.91, 2.54, 6.18)
H (1.20, 2.65, 4.55)
N (2.63, 4.94, -0.01)
C (1.43, 5.03, 0.57)
N (0.71, 6.03, 0.23)
O (1.05, 4.31, 1.47)
H (3.27, 4.21, 0.27)
H (2.85, 5.49, -0.82)
H (-0.23, 6.09, 0.60)
H (1.21, 6.82, -0.16)
N (3.46, -2.45, 9.15)
C (4.15, -2.20, 8.05)
N (3.52, -2.48, 6.99)
O (5.26, -1.85, 8.05)
H (2.46, -2.42, 9.00)
H (3.95, -2.32, 10.02)
H (2.52, -2.61, 6.97)
H (4.09, -2.49, 6.16)
N (3.03, -4.50, -3.83)
C (3.89, -5.27, -3.25)
N (4.12, -4.87, -2.03)
O (4.43, -6.26, -3.74)
H (2.65, -4.64, -4.75)
H (2.70, -3.71, -3.29)
H (4.65, -5.55, -1.50)
H (3.70, -4.01, -1.71)
N (0.69, 0.14, -0.30)
C (1.59, -0.74, 0.04)
N (1.90, -0.70, 1.29)
O (2.05, -1.47, -0.82)
H (0.35, 0.84, 0.33)
H (0.53, 0.15, -1.30)
H (2.69, -1.28, 1.55)
H (1.38, -0.11, 1.92)
N (-0.63, -4.09, 2.70)
C (-0.45, -4.83, 3.73)
N (-0.88, -6.02, 3.54)
O (0.00, -4.39, 4.71)
H (-0.50, -3.10, 2.86)
H (-0.79, -4.55, 1.81)
H (-1.32, -6.31, 2.68)
H (-0.88, -6.66, 4.32)

Kohn-Sham gap   0.3381 Eh
Multiplicity   1
Highest occupied orbital energy   -8.95 eV
SMILES   COC[C@H](C)N.COC[C@H](C)N.COC[C@H](C)N.NC(N)=O.NC(N)=O.NC(N)=O.NC(N)=O.NC(N)=O.NC(N)=O.NC(N)=O

***

(Q)
Here is 10 unconnected molecules or ions with the total composition C19H61N17O10 from the OMol25 dataset. Energies are from ωB97M-V/def2-TZVPD.

Positions of all 107 atoms, in Å:
C (-8.70, -15.80, -11.32)
O (-7.62, -15.62, -12.19)
C (-7.92, -15.93, -13.55)
C (-6.60, -15.98, -14.29)
C (-6.77, -16.18, -15.79)
N (-5.68, -17.00, -13.77)
H (-9.55, -15.23, -11.74)
H (-8.60, -15.42, -10.30)
H (-9.06, -16.83, -11.21)
H (-8.52, -16.85, -13.59)
H (-8.56, -15.15, -14.00)
H (-6.11, -15.00, -14.15)
H (-7.48, -15.49, -16.26)
H (-6.96, -17.22, -16.03)
H (-5.81, -16.01, -16.28)
H (-6.22, -17.86, -13.64)
H (-5.59, -16.70, -12.80)
C (-5.34, -9.17, -13.33)
O (-6.33, -9.60, -12.43)
C (-6.03, -10.79, -11.73)
C (-6.40, -12.08, -12.44)
C (-7.71, -11.91, -13.19)
N (-6.63, -13.15, -11.45)
H (-5.64, -8.16, -13.61)
H (-5.21, -9.78, -14.23)
H (-4.32, -9.14, -12.92)
H (-4.96, -10.82, -11.48)
H (-6.72, -10.77, -10.89)
H (-5.62, -12.41, -13.13)
H (-8.54, -11.52, -12.60)
H (-8.03, -12.87, -13.60)
H (-7.68, -11.24, -14.06)
H (-6.91, -13.99, -11.97)
H (-5.90, -13.25, -10.76)
C (-2.77, -17.81, -11.49)
O (-4.12, -17.45, -11.29)
C (-4.28, -16.63, -10.13)
C (-5.76, -16.65, -9.75)
C (-5.97, -15.95, -8.40)
N (-6.39, -17.96, -9.86)
H (-2.68, -18.17, -12.51)
H (-2.48, -18.65, -10.86)
H (-2.11, -16.94, -11.43)
H (-3.61, -17.04, -9.36)
H (-3.93, -15.62, -10.34)
H (-6.24, -15.95, -10.43)
H (-7.02, -15.79, -8.18)
H (-5.51, -14.96, -8.42)
H (-5.51, -16.49, -7.57)
H (-6.97, -18.04, -10.68)
H (-5.66, -18.66, -9.93)
N (-6.07, -8.28, -4.12)
C (-5.63, -9.01, -5.19)
N (-4.76, -8.35, -6.00)
O (-6.09, -10.11, -5.47)
H (-5.55, -7.49, -3.80)
H (-6.74, -8.66, -3.48)
H (-4.57, -8.90, -6.82)
H (-4.68, -7.36, -5.90)
N (-3.69, -7.68, -9.07)
C (-3.50, -9.04, -9.07)
N (-4.67, -9.73, -8.81)
O (-2.43, -9.56, -9.32)
H (-4.65, -7.41, -9.13)
H (-2.93, -7.06, -8.86)
H (-5.47, -9.17, -9.06)
H (-4.69, -10.73, -8.99)
N (-4.48, -12.39, -7.05)
C (-4.02, -12.59, -8.32)
N (-2.83, -13.26, -8.38)
O (-4.64, -12.28, -9.33)
H (-5.39, -11.96, -7.05)
H (-4.20, -12.95, -6.27)
H (-2.30, -13.50, -7.57)
H (-2.52, -13.45, -9.31)
N (-8.73, -15.45, -3.50)
C (-7.71, -15.30, -4.42)
N (-6.73, -16.22, -4.30)
O (-7.74, -14.38, -5.22)
H (-9.62, -15.02, -3.68)
H (-8.68, -16.21, -2.85)
H (-5.97, -16.20, -4.95)
H (-6.85, -17.03, -3.72)
N (-11.06, -13.71, -7.20)
C (-11.34, -14.65, -6.24)
N (-11.96, -15.75, -6.72)
O (-11.05, -14.42, -5.08)
H (-11.40, -13.90, -8.12)
H (-10.38, -12.99, -7.03)
H (-12.15, -15.81, -7.70)
H (-12.35, -16.43, -6.09)
N (-8.03, -11.86, -6.51)
C (-7.92, -11.76, -7.87)
N (-7.91, -12.94, -8.53)
O (-7.77, -10.70, -8.49)
H (-8.01, -12.82, -6.18)
H (-7.40, -11.19, -6.05)
H (-7.75, -12.88, -9.53)
H (-7.87, -13.80, -8.01)
N (-8.29, -8.56, -10.25)
C (-9.40, -7.99, -9.71)
N (-9.85, -8.56, -8.56)
O (-9.91, -7.00, -10.22)
H (-7.83, -9.35, -9.80)
H (-7.87, -8.10, -11.03)
H (-9.42, -9.42, -8.25)
H (-10.80, -8.38, -8.28)

Kohn-Sham gap   0.3285 Eh
Multiplicity   1
Highest occupied orbital energy   -8.66 eV
SMILES   COC[C@H](C)N.COC[C@H](C)N.COC[C@H](C)N.NC(N)=O.NC(N)=O.NC(N)=O.NC(N)=O.NC(N)=O.NC(N)=O.NC(N)=O

***

Of them, (Q) has the highest stability.

***

(P)
Here is a single C3H2N2O2S molecule from the OMol25 dataset. Energies are from ωB97M-V/def2-TZVPD.

Positions of all 10 atoms, in Å:
O (-2.21, 0.42, -0.12)
C (-1.11, -0.03, -0.06)
C (-0.64, -1.46, -0.07)
N (0.66, -1.55, -0.05)
C (1.20, -0.21, 0.02)
S (2.78, 0.11, -0.10)
N (0.11, 0.64, 0.09)
O (0.23, 1.93, -0.20)
H (-1.25, -2.33, -0.13)
H (0.23, 2.48, 0.62)

Kohn-Sham gap   0.2852 Eh
Multiplicity   1
Highest occupied orbital energy   -9.54 eV
SMILES   O=C1C=NC(=S)N1O

***

(Q)
Here is a single C3H2N2O2S molecule from the OMol25 dataset. Energies are from ωB97M-V/def2-TZVPD.

Positions of all 10 atoms, in Å:
O (0.57, 1.22, -1.82)
C (0.05, 0.58, -0.96)
C (-1.38, 0.09, -0.79)
N (-1.55, -0.62, 0.25)
C (-0.29, -0.73, 0.91)
S (0.01, -1.57, 2.24)
N (0.62, 0.04, 0.20)
O (1.96, -0.01, 0.38)
H (-2.14, 0.37, -1.51)
H (2.16, 0.64, 1.10)

Kohn-Sham gap   0.2869 Eh
Multiplicity   1
Highest occupied orbital energy   -9.58 eV
SMILES   O=C1C=NC(=S)N1O

***

Of them, (Q) has the highest stability.